{"formula": "C30H61AsN4O6PRuSSeSi4", "method": "wB97M-V/def2-TZVPD", "gap_ev": [6.04, 5.89], "homo_ev": [-7.636, -7.493], "e_tot_ev": -230755.0118, "de_lowest_kcal_mol": 40.3, "max_force_ev_per_a": 0.567, "spin_multiplicity": 2, "symbols": ["Ru", "O", "N", "C", "C", "C", "C", "C", "S", "H", "H", "H", "H", "C", "Si", "C", "C", "O", "H", "H", "H", "H", "H", "H", "H", "H", "H", "C", "Si", "C", "C", "As", "Si", "C", "C", "C", "Si", "C", "C", "C", "H", "H", "H", "H", "H", "H", "H", "H", "H", "H", "H", "H", "H", "H", "H", "H", "H", "H", "H", "H", "H", "H", "H", "H", "H", "H", "H", "C", "C", "C", "C", "O", "P", "O", "O", "O", "C", "C", "C", "C", "H", "H", "H", "H", "H", "H", "H", "H", "H", "H", "H", "H", "H", "H", "H", "H", "H", "H", "Se", "N", "C", "C", "C", "C", "N", "C", "N", "H", "H", "H"], "positions_angstrom": [[0.339, 0.044, -0.164], [-0.400, 2.114, 1.471], [-1.529, 2.513, 1.009], [-2.477, 2.998, 1.844], [-3.678, 3.469, 1.368], [-3.942, 3.425, 0.006], [-2.986, 2.885, -0.833], [-1.774, 2.430, -0.331], [-0.474, 1.843, -1.335], [-2.196, 2.974, 2.883], [-4.400, 3.856, 2.073], [-4.880, 3.788, -0.391], [-3.151, 2.813, -1.900], [2.092, 1.875, 3.437], [2.712, 0.468, 2.358], [2.678, -1.151, 3.316], [4.530, 0.813, 1.962], [1.903, 0.365, 0.957], [2.925, 2.425, 3.884], [1.456, 1.522, 4.251], [1.501, 2.564, 2.832], [2.907, -0.964, 4.370], [3.419, -1.859, 2.940], [1.700, -1.630, 3.264], [5.189, 0.374, 2.715], [4.742, 1.884, 1.927], [4.802, 0.388, 0.992], [2.198, 3.347, -3.357], [3.036, 2.337, -2.018], [4.849, 2.297, -2.481], [2.806, 3.143, -0.356], [2.065, 0.135, -1.941], [1.336, -0.261, -4.167], [0.569, -1.975, -4.339], [2.854, -0.112, -5.266], [0.035, 0.965, -4.731], [3.696, -1.594, -1.612], [3.414, -2.953, -2.875], [3.558, -2.342, 0.095], [5.442, -0.978, -1.872], [2.751, 4.287, -3.440], [1.165, 3.582, -3.101], [2.218, 2.870, -4.337], [5.175, 3.340, -2.542], [5.021, 1.840, -3.457], [5.476, 1.799, -1.745], [2.762, 4.228, -0.492], [3.645, 2.914, 0.301], [1.889, 2.816, 0.133], [1.225, -2.652, -4.888], [-0.368, -1.892, -4.894], [0.347, -2.443, -3.380], [3.731, -0.592, -4.829], [3.104, 0.936, -5.441], [2.666, -0.576, -6.238], [-0.957, 0.630, -4.420], [0.049, 1.005, -5.824], [0.178, 1.971, -4.347], [2.445, -3.439, -2.765], [4.186, -3.710, -2.701], [3.515, -2.612, -3.906], [2.639, -2.056, 0.601], [4.395, -2.021, 0.715], [3.600, -3.433, 0.018], [5.598, -0.513, -2.845], [6.101, -1.849, -1.804], [5.746, -0.276, -1.096], [-5.271, -0.522, 2.267], [-4.649, -0.935, 0.940], [-5.247, -0.110, -0.189], [-4.873, -2.422, 0.689], [-3.232, -0.615, 0.896], [-2.164, -1.027, 2.037], [-2.371, -2.401, 2.549], [-0.821, -0.716, 1.417], [-2.494, 0.093, 3.143], [-2.108, -0.016, 4.540], [-3.171, -0.817, 5.278], [-2.058, 1.419, 5.039], [-0.740, -0.659, 4.684], [-6.351, -0.674, 2.215], [-5.069, 0.528, 2.478], [-4.877, -1.126, 3.081], [-6.324, -0.279, -0.249], [-4.801, -0.391, -1.144], [-5.063, 0.951, -0.019], [-5.945, -2.623, 0.630], [-4.431, -3.015, 1.486], [-4.416, -2.716, -0.258], [-4.145, -0.336, 5.181], [-2.922, -0.881, 6.339], [-3.224, -1.825, 4.866], [-3.026, 1.905, 4.902], [-1.292, 1.973, 4.495], [-1.810, 1.439, 6.102], [-0.761, -1.700, 4.363], [-0.424, -0.617, 5.729], [-0.019, -0.117, 4.077], [0.380, -4.497, -0.348], [-1.130, -4.709, -1.245], [-1.553, -3.501, -1.561], [-2.715, -3.177, -2.327], [-2.971, -1.865, -2.536], [-2.125, -0.847, -1.986], [-1.039, -1.094, -1.320], [-0.726, -2.420, -1.110], [0.375, -2.731, -0.471], [-3.353, -3.964, -2.703], [-3.838, -1.549, -3.099], [-2.376, 0.199, -2.117]], "mulliken_charge": [1.152, -0.609, 0.247, -0.256, -0.821, -0.831, -0.297, -0.259, -0.214, 0.491, 0.436, 0.377, 0.506, -1.325, 0.952, -1.352, -0.942, -0.300, 0.582, 0.356, 0.132, 0.496, 0.382, 0.186, 0.476, 0.440, -0.133, -1.001, 0.616, -1.270, -0.367, 0.482, 0.705, -0.741, -1.165, -1.122, 0.504, -1.008, -0.450, -1.333, 0.433, 0.216, 0.231, 0.373, 0.280, 0.319, 0.576, 0.076, -0.338, 0.556, 0.440, -0.218, 0.242, 0.308, 0.435, 0.227, 0.443, 0.266, 0.201, 0.452, 0.244, -0.586, 0.465, 0.628, 0.303, 0.393, 0.242, -1.594, 1.526, -1.224, -1.539, 0.213, -0.797, -0.974, 0.635, 0.243, 2.082, -1.960, -1.851, -1.474, 0.567, 0.233, 0.282, 0.486, 0.007, 0.183, 0.468, 0.343, 0.169, 0.358, 0.496, 0.292, 0.365, 0.235, 0.478, 0.381, 0.588, -0.158, 0.247, -0.975, 0.974, -1.246, -0.983, -0.807, 1.586, -0.557, 0.104, 0.523, 0.550, 0.595]}



{"formula": "C21H26ClN3O3S", "method": "wB97M-V/def2-TZVPD", "gap_ev": 8.56, "homo_ev": -8.046, "e_tot_ev": -56169.8963, "de_lowest_kcal_mol": 18.0, "smiles": "CCNS(=O)(=O)c1ccc(CCC(=O)N2CCN(c3cccc(Cl)c3)CC2)cc1", "max_force_ev_per_a": 0.932, "symbols": ["C", "C", "N", "S", "O", "O", "C", "C", "C", "C", "C", "C", "C", "O", "N", "C", "C", "N", "C", "C", "C", "C", "C", "Cl", "C", "C", "C", "C", "C", "H", "H", "H", "H", "H", "H", "H", "H", "H", "H", "H", "H", "H", "H", "H", "H", "H", "H", "H", "H", "H", "H", "H", "H", "H", "H"], "positions_angstrom": [[-6.267, 2.802, -3.197], [-5.913, 3.578, -4.457], [-4.470, 3.692, -4.577], [-3.640, 2.261, -4.880], [-2.442, 2.641, -5.574], [-4.501, 1.282, -5.484], [-3.194, 1.726, -3.237], [-3.453, 0.432, -2.834], [-3.077, 0.031, -1.563], [-2.448, 0.920, -0.698], [-1.998, 0.475, 0.661], [-0.532, 0.026, 0.611], [-0.072, -0.420, 1.992], [-0.831, -0.464, 2.941], [1.237, -0.748, 2.118], [2.228, -0.839, 1.071], [2.740, -2.289, 0.998], [3.273, -2.733, 2.265], [4.604, -2.519, 2.589], [5.145, -3.100, 3.745], [6.478, -2.949, 4.062], [7.333, -2.228, 3.244], [6.807, -1.667, 2.095], [7.837, -0.757, 1.040], [5.471, -1.796, 1.763], [2.253, -2.642, 3.291], [1.738, -1.201, 3.401], [-2.197, 2.220, -1.129], [-2.566, 2.626, -2.398], [-7.342, 2.827, -3.039], [-5.952, 1.767, -3.300], [-5.770, 3.237, -2.334], [-6.335, 3.064, -5.331], [-6.323, 4.589, -4.406], [-4.176, 4.379, -5.255], [-3.945, -0.239, -3.520], [-3.276, -0.979, -1.237], [-2.088, 1.289, 1.382], [-2.607, -0.355, 1.019], [0.091, 0.854, 0.266], [-0.431, -0.802, -0.094], [1.816, -0.541, 0.110], [3.061, -0.170, 1.321], [3.487, -2.402, 0.214], [1.894, -2.944, 0.756], [4.523, -3.698, 4.391], [6.865, -3.409, 4.958], [8.376, -2.110, 3.488], [5.126, -1.320, 0.860], [2.644, -2.959, 4.255], [1.426, -3.304, 3.014], [0.920, -1.134, 4.119], [2.559, -0.546, 3.717], [-1.712, 2.917, -0.460], [-2.378, 3.626, -2.753]], "nbo_charge": [-0.621, -0.227, -0.868, 2.302, -0.939, -0.943, -0.339, -0.183, -0.213, 0.001, -0.409, -0.493, 0.690, -0.634, -0.442, -0.232, -0.223, -0.451, 0.279, -0.292, -0.167, -0.282, 0.007, 0.000, -0.343, -0.216, -0.245, -0.165, -0.190, 0.217, 0.217, 0.212, 0.198, 0.203, 0.409, 0.244, 0.216, 0.226, 0.228, 0.223, 0.223, 0.220, 0.199, 0.217, 0.202, 0.213, 0.218, 0.228, 0.221, 0.215, 0.201, 0.254, 0.194, 0.207, 0.236]}



{"formula": "C15H23N3O3S", "method": "wB97M-V/def2-TZVPD", "gap_ev": 8.63, "homo_ev": -8.138, "e_tot_ev": -37374.3902, "de_lowest_kcal_mol": 86.6, "smiles": "Cc1ccc(S(=O)(=O)N=C=O)cc1.CN(C)C[C@@H]1CCCN1", "max_force_ev_per_a": 5.926, "symbols": ["C", "C", "C", "C", "C", "S", "O", "O", "N", "C", "O", "C", "C", "H", "H", "H", "H", "H", "H", "H", "C", "N", "C", "C", "C", "C", "C", "C", "N", "H", "H", "H", "H", "H", "H", "H", "H", "H", "H", "H", "H", "H", "H", "H", "H"], "positions_angstrom": [[6.363, -1.089, 0.712], [5.076, -1.458, 0.066], [4.668, -0.813, -1.090], [3.493, -1.172, -1.719], [2.720, -2.183, -1.202], [1.215, -2.691, -2.069], [1.511, -2.363, -3.497], [1.037, -4.112, -1.640], [0.189, -1.633, -1.359], [-1.034, -1.789, -1.649], [-2.155, -1.912, -1.903], [3.099, -2.820, -0.045], [4.274, -2.462, 0.585], [6.548, -1.691, 1.602], [7.201, -1.241, 0.030], [6.359, -0.041, 1.011], [5.295, -0.044, -1.507], [3.186, -0.691, -2.634], [2.485, -3.619, 0.340], [4.593, -2.979, 1.475], [-3.928, -0.910, 0.887], [-3.120, 0.035, 1.669], [-3.058, -0.218, 3.130], [-3.382, 1.452, 1.286], [-2.167, 2.082, 0.619], [-2.366, 3.581, 0.294], [-1.616, 3.803, -1.031], [-1.582, 2.427, -1.716], [-1.898, 1.415, -0.686], [-3.780, -0.734, -0.178], [-3.625, -1.931, 1.110], [-4.986, -0.800, 1.125], [-2.323, 0.439, 3.592], [-4.028, -0.044, 3.592], [-2.765, -1.249, 3.314], [-4.220, 1.485, 0.586], [-3.689, 2.034, 2.160], [-1.284, 1.957, 1.266], [-3.434, 3.798, 0.177], [-1.999, 4.232, 1.096], [-2.101, 4.561, -1.657], [-0.597, 4.161, -0.837], [-2.346, 2.357, -2.498], [-0.617, 2.216, -2.188], [-1.211, 0.655, -0.617]], "nbo_charge": [-0.632, 0.006, -0.218, -0.194, -0.240, 2.193, -0.889, -0.890, -0.837, 0.937, -0.396, -0.208, -0.206, 0.217, 0.225, 0.224, 0.214, 0.237, 0.240, 0.213, -0.411, -0.462, -0.405, -0.221, -0.049, -0.414, -0.415, -0.219, -0.656, 0.214, 0.194, 0.161, 0.198, 0.163, 0.199, 0.194, 0.185, 0.179, 0.201, 0.217, 0.214, 0.202, 0.180, 0.188, 0.366]}